#one
DFT (wB97M-V/def2-TZVPD) results for C4H9NOS2 in the gas phase.

Kohn-Sham gap: 0.3312 Ha
E_LUMO: 0.5429 eV
structure (SMILES): COCC(=S)NSC
HOMO energy: -0.31124 Eh

```
! RIJCOSX wB97M-V def2-TZVPD def2/J DEFGRID3
* xyz 0 1
C -1.83 1.91 -0.51
O -0.60 1.82 0.20
C -0.52 0.98 1.35
C -0.08 -0.49 1.07
S 0.17 -1.60 2.29
N 0.10 -0.61 -0.26
S 0.49 -1.95 -1.24
C 2.19 -2.12 -0.97
H -2.17 0.95 -0.80
H -1.59 2.62 -1.37
H -2.69 2.45 0.00
H 0.12 1.51 2.04
H -1.57 0.93 1.80
H 0.11 0.27 -0.78
H 2.58 -3.05 -1.44
H 2.75 -1.34 -1.45
H 2.50 -2.28 0.07
*
```

***

#two
DFT (wB97M-V/def2-TZVPD) results for C4H9NOS2 as an isolated structure.

Kohn-Sham gap: 0.3131 Ha
E_LUMO: 0.1417 eV
HOMO energy: -0.30786 Eh

```
! RIJCOSX wB97M-V def2-TZVPD def2/J DEFGRID3
* xyz 0 1
C -2.41 0.11 0.71
C -0.22 -0.14 -1.07
C 1.25 1.41 0.71
C 0.57 -1.18 -0.20
H -1.62 -0.10 1.71
H -3.42 -0.45 0.76
H -2.84 1.27 0.57
H -0.23 -0.41 -2.10
H 2.36 0.88 0.37
H 0.61 0.88 1.66
H 1.33 2.49 0.67
H 2.34 -2.41 -0.82
H 2.15 -0.45 -1.26
N 1.64 -1.63 -0.93
O 0.23 -1.48 0.99
S -1.96 -0.42 -0.96
S 0.22 1.63 -0.80
*
```

***

#three
DFT (wB97M-V/def2-TZVPD) results for C4H9NOS2 in the gas phase.

Kohn-Sham gap: 0.3118 Ha
E_LUMO: 0.0959 eV
structure (SMILES): NCC(=S)SCCO
HOMO energy: -0.30831 Eh

```
! RIJCOSX wB97M-V def2-TZVPD def2/J DEFGRID3
* xyz 0 1
N -1.71 1.69 -0.61
C -1.48 0.75 0.51
C -1.68 -0.68 0.03
S -2.99 -1.52 0.38
S -0.49 -1.41 -1.07
C 1.03 -0.41 -0.92
C 1.94 -0.88 0.17
O 1.39 -0.52 1.40
H -1.63 2.67 -0.26
H -1.05 1.58 -1.37
H -2.22 1.06 1.30
H -0.47 0.86 0.95
H 1.58 -0.58 -1.86
H 0.89 0.67 -0.87
H 2.17 -1.95 0.12
H 2.89 -0.32 0.00
H 1.82 -1.03 2.10
*
```

***

Which one is most stable, and which one is least stable? #three is the most stable of them, while #two is the least stable.

***

#one
DFT (wB97M-V/def2-TZVPD) results for C22H20N2O4 in the gas phase.

Kohn-Sham gap: 0.3258 Ha
E_LUMO: 0.6470 eV
structure (SMILES): COc1cc([C@@H]2Nc3ccccc3C(=O)N2c2ccccc2OC)ccc1O
HOMO energy: -0.30203 Eh

```
! RIJCOSX wB97M-V def2-TZVPD def2/J DEFGRID3
* xyz 0 1
C 0.00 4.24 1.31
O 1.19 4.03 0.58
C 1.56 2.73 0.31
C 0.92 1.60 0.79
C 1.35 0.33 0.41
C 0.55 -0.86 0.89
N 1.05 -2.12 0.42
C 0.30 -3.20 0.90
C 0.84 -4.48 0.93
C 0.14 -5.51 1.53
C -1.10 -5.28 2.10
C -1.67 -4.02 2.02
C -0.98 -2.98 1.42
C -1.70 -1.73 1.06
O -2.91 -1.65 1.05
N -0.89 -0.72 0.62
C -1.42 0.33 -0.16
C -2.41 1.15 0.35
C -2.92 2.19 -0.40
C -2.41 2.43 -1.66
C -1.44 1.61 -2.20
C -0.95 0.54 -1.47
O -0.03 -0.36 -1.92
C 0.56 -0.14 -3.18
C 2.48 0.21 -0.38
C 3.14 1.33 -0.83
C 2.68 2.60 -0.52
O 3.32 3.70 -0.99
H -0.14 5.32 1.33
H 0.09 3.86 2.33
H -0.86 3.77 0.82
H 0.07 1.70 1.45
H 0.64 -0.90 2.00
H 1.25 -2.15 -0.57
H 1.81 -4.65 0.49
H 0.58 -6.50 1.56
H -1.63 -6.08 2.58
H -2.66 -3.83 2.41
H -2.79 0.95 1.34
H -3.69 2.83 0.01
H -2.79 3.26 -2.25
H -1.08 1.80 -3.20
H -0.19 -0.17 -3.98
H 1.09 0.82 -3.21
H 1.27 -0.95 -3.33
H 2.86 -0.77 -0.64
H 4.02 1.25 -1.45
H 2.86 4.48 -0.65
*
```

***

#two
DFT (wB97M-V/def2-TZVPD) results for a 3-piece molecular cluster, C22H20N2O4 overall.

Kohn-Sham gap: 0.2363 Ha
E_LUMO: -1.7882 eV
structure (SMILES): O=C1C=C(O)C(=O)C(CC(=O)c2ccccc2)=C1.c1cc[nH]c1.c1cc[nH]c1
HOMO energy: -0.30203 Eh

```
! RIJCOSX wB97M-V def2-TZVPD def2/J DEFGRID3
* xyz 0 1
O -2.10 0.31 -1.59
C -1.59 -0.76 -1.86
C -2.35 -2.00 -1.76
C -1.75 -3.16 -2.03
O -2.42 -4.33 -1.98
C -0.33 -3.23 -2.46
O 0.15 -4.28 -2.78
C 0.44 -1.97 -2.49
C 1.90 -2.07 -2.79
C 2.64 -2.42 -1.49
O 3.24 -3.45 -1.34
C 2.58 -1.38 -0.41
C 3.55 -0.39 -0.34
C 3.47 0.57 0.67
C 2.43 0.54 1.60
C 1.46 -0.46 1.53
C 1.55 -1.42 0.54
C -0.17 -0.81 -2.24
H -3.38 -1.97 -1.44
H -1.79 -5.03 -1.76
H 2.11 -2.84 -3.52
H 2.28 -1.11 -3.12
H 4.35 -0.38 -1.06
H 4.22 1.34 0.71
H 2.39 1.30 2.37
H 0.67 -0.47 2.27
H 0.81 -2.21 0.46
H 0.38 0.12 -2.29
C 0.16 5.36 0.80
C 0.14 4.06 0.23
C 1.41 3.76 -0.16
N 2.21 4.84 0.15
C 1.45 5.81 0.74
H -0.68 5.90 1.21
H -0.72 3.42 0.12
H 1.83 2.89 -0.63
H 3.19 4.90 -0.03
H 1.89 6.74 1.06
C -4.30 0.32 2.20
C -4.25 -0.32 3.47
C -3.28 -1.29 3.40
N -2.75 -1.26 2.14
C -3.37 -0.28 1.40
H -4.95 1.12 1.90
H -4.85 -0.10 4.33
H -2.93 -1.99 4.14
H -2.02 -1.86 1.80
H -3.08 -0.10 0.37
*
```

***

Which one is most stable, and which one is least stable? #one is the most stable of them, while #two is the least stable.

***

#one
DFT (wB97M-V/def2-TZVPD) results for C20H26N2O4S as an isolated structure.

Kohn-Sham gap: 0.3271 Ha
E_LUMO: 0.4212 eV
HOMO energy: -0.31167 Eh

```
! RIJCOSX wB97M-V def2-TZVPD def2/J DEFGRID3
* xyz 0 1
C -4.44 -3.15 1.83
C -4.57 -1.79 1.14
H -5.39 -1.71 0.40
H -4.89 -1.07 1.88
O -3.52 -1.55 0.28
C -3.25 -0.18 0.54
O -3.92 0.64 1.21
C -1.88 0.15 -0.35
C -1.87 -0.61 -1.65
H -2.77 -0.87 -1.96
C -1.14 -1.74 -1.20
C -0.10 -2.18 -2.34
H 0.66 -1.59 -2.55
H -0.41 -2.58 -3.12
S 1.12 -3.56 -1.70
C 2.08 -2.49 -0.55
N 2.31 -1.35 -0.87
C 3.13 -0.78 0.10
C 3.77 0.66 0.17
C 4.53 0.77 1.38
C 4.92 -0.35 1.98
C 4.38 -1.53 2.03
C 3.58 -1.69 0.90
N 2.86 -2.85 0.53
H 2.95 -3.67 0.47
H 4.89 -2.42 2.48
H 5.69 -0.34 2.86
H 5.00 1.87 1.43
H 3.27 1.33 -0.28
H -1.75 -2.83 -1.06
O -0.49 -1.66 0.01
C -0.88 -0.65 0.52
O -0.41 -0.25 1.74
H -1.27 -0.19 -2.31
C -1.58 1.56 -0.31
C -0.04 2.13 -0.57
H 0.31 1.30 -1.59
H 0.52 1.73 0.54
C 0.12 3.44 -1.00
C 1.49 3.74 -1.30
H 1.83 4.55 -1.60
H 2.09 3.55 -0.28
H 1.82 2.87 -2.13
C -0.31 4.21 0.12
H -0.12 5.44 -0.25
H 0.42 4.05 1.00
H -1.25 4.20 0.33
H -0.35 3.45 -1.86
H -1.81 2.17 0.53
H -2.32 2.12 -1.04
H -4.24 -3.82 0.91
H -5.35 -3.43 2.23
H -3.46 -3.05 2.33
*
```

***

#two
DFT (wB97M-V/def2-TZVPD) results for C20H26N2O4S in the gas phase.

Kohn-Sham gap: 0.2782 Ha
E_LUMO: 0.4728 eV
structure (SMILES): CCOc1cc(N2CCOCC2)c(OCC)cc1NC(=O)c1ccc(C)s1
HOMO energy: -0.26085 Eh

```
! RIJCOSX wB97M-V def2-TZVPD def2/J DEFGRID3
* xyz 0 1
C 1.85 4.42 0.04
C 0.63 3.51 0.06
O 1.10 2.18 0.06
C 0.18 1.15 0.05
C -1.19 1.31 0.07
C -2.06 0.21 0.05
N -3.44 0.37 -0.01
C -3.99 1.65 -0.41
C -5.43 1.42 -0.90
O -6.23 0.83 0.09
C -5.68 -0.41 0.49
C -4.26 -0.24 1.02
C -1.50 -1.08 0.02
O -2.37 -2.13 -0.03
C -1.86 -3.45 -0.13
C -3.05 -4.39 -0.23
C -0.12 -1.24 0.03
C 0.73 -0.14 0.04
N 2.12 -0.25 0.03
C 2.89 -1.36 0.01
O 2.48 -2.51 -0.01
C 4.34 -1.09 0.00
C 5.32 -2.04 -0.02
C 6.62 -1.50 -0.02
C 6.64 -0.14 0.00
C 7.81 0.78 0.01
S 5.03 0.51 0.02
H 1.54 5.46 0.05
H 2.45 4.22 -0.84
H 2.47 4.23 0.92
H 0.03 3.70 0.96
H 0.01 3.69 -0.83
H -1.61 2.30 0.10
H -3.40 2.06 -1.22
H -4.01 2.36 0.43
H -5.90 2.37 -1.15
H -5.40 0.78 -1.79
H -6.34 -0.80 1.27
H -5.66 -1.10 -0.36
H -3.84 -1.21 1.28
H -4.28 0.40 1.92
H -1.25 -3.69 0.75
H -1.23 -3.53 -1.03
H -3.65 -4.14 -1.10
H -2.69 -5.42 -0.33
H -3.67 -4.31 0.66
H 0.33 -2.22 0.01
H 2.58 0.66 0.04
H 5.10 -3.09 -0.03
H 7.52 -2.09 -0.04
H 7.81 1.40 0.90
H 8.73 0.20 -0.01
H 7.79 1.43 -0.86
*
```

***

Which one is most stable, and which one is least stable? #two is the most stable of them, while #one is the least stable.

***

#one
DFT (wB97M-V/def2-TZVPD) results for a 6-piece molecular cluster, C16H46N2O6 overall.

Kohn-Sham gap: 0.3561 Ha
E_LUMO: 0.3350 eV
structure (SMILES): COC[C@H](C)N.COC[C@H](C)N.CCO.CCO.CCO.CCO
HOMO energy: -0.34383 Eh

```
! RIJCOSX wB97M-V def2-TZVPD def2/J DEFGRID3
* xyz 0 1
C 10.22 -9.27 -2.78
O 9.04 -8.87 -2.13
C 8.56 -7.54 -2.28
C 7.10 -7.26 -1.84
C 6.37 -5.94 -2.09
N 7.10 -7.53 -0.43
H 11.17 -8.81 -2.52
H 9.94 -8.94 -3.78
H 10.30 -10.35 -2.93
H 9.18 -6.78 -1.81
H 8.55 -7.27 -3.34
H 6.64 -7.99 -2.51
H 5.29 -6.06 -2.00
H 6.53 -5.59 -3.11
H 6.71 -5.15 -1.44
H 7.26 -8.52 -0.44
H 6.21 -7.48 0.04
C -4.92 -1.10 0.74
O -4.55 -1.63 1.99
C -5.75 -1.80 2.88
C -6.18 -0.49 3.53
C -5.11 0.43 4.09
N -7.05 -0.82 4.70
H -5.74 -1.71 0.36
H -4.19 -1.40 -0.01
H -5.21 -0.04 0.71
H -6.56 -2.43 2.50
H -5.42 -2.41 3.72
H -6.80 0.17 2.93
H -4.65 -0.15 4.88
H -5.53 1.34 4.52
H -4.36 0.70 3.34
H -7.61 0.00 4.84
H -7.74 -1.47 4.35
C 1.71 0.42 0.19
C 0.29 0.94 0.40
O -0.11 1.70 -0.74
H 2.31 1.26 -0.18
H 1.80 -0.40 -0.53
H 2.25 0.04 1.05
H 0.14 1.39 1.38
H -0.22 -0.02 0.38
H -0.23 1.16 -1.53
C -3.33 6.06 1.42
C -2.56 6.84 0.32
O -2.91 6.29 -0.95
H -4.27 6.57 1.59
H -2.77 5.89 2.34
H -3.63 5.07 1.08
H -1.47 6.90 0.36
H -2.95 7.86 0.24
H -2.62 5.39 -1.08
C -5.46 2.97 -5.59
C -6.17 4.37 -5.87
O -7.10 4.16 -6.93
H -5.92 2.46 -4.74
H -4.46 3.16 -5.22
H -5.45 2.39 -6.51
H -5.32 5.03 -6.06
H -6.68 4.69 -4.96
H -6.65 4.41 -7.74
C 2.72 5.10 3.55
C 4.27 5.07 3.36
O 4.78 5.21 4.63
H 2.35 4.25 4.12
H 2.17 5.08 2.61
H 2.56 6.05 4.06
H 4.68 5.86 2.73
H 4.56 4.10 2.95
H 4.91 4.41 5.15
*
```

***

#two
DFT (wB97M-V/def2-TZVPD) results for a 6-piece molecular cluster, C16H46N2O6 overall.

Kohn-Sham gap: 0.3541 Ha
E_LUMO: 0.4740 eV
structure (SMILES): COC[C@H](C)N.COC[C@H](C)N.CCO.CCO.CCO.CCO
HOMO energy: -0.33670 Eh

```
! RIJCOSX wB97M-V def2-TZVPD def2/J DEFGRID3
* xyz 0 1
C 1.95 0.25 -3.45
O 0.62 -0.15 -3.75
C -0.33 0.93 -3.62
C -1.76 0.47 -4.12
C -2.37 -0.74 -3.45
N -1.62 0.24 -5.57
H 2.00 0.61 -2.43
H 2.30 1.01 -4.15
H 2.58 -0.65 -3.45
H -0.36 1.26 -2.59
H 0.04 1.74 -4.25
H -2.37 1.36 -3.94
H -3.34 -1.01 -3.88
H -2.32 -0.51 -2.38
H -1.69 -1.59 -3.53
H -0.89 -0.45 -5.68
H -2.41 -0.28 -5.92
C 0.68 -0.61 3.79
O 1.23 -1.45 2.76
C 2.68 -1.79 2.91
C 3.62 -0.52 2.95
C 3.88 0.21 1.62
N 4.95 -0.81 3.54
H -0.39 -0.61 3.58
H 0.80 0.48 3.76
H 0.83 -1.07 4.77
H 2.92 -2.38 3.78
H 2.96 -2.42 2.06
H 3.10 0.13 3.65
H 4.59 1.04 1.60
H 2.97 0.58 1.15
H 4.37 -0.46 0.90
H 5.27 0.00 4.05
H 4.68 -1.48 4.24
C -1.57 -3.90 2.58
C -0.35 -4.58 1.92
O 0.80 -4.21 2.63
H -1.66 -4.10 3.64
H -2.49 -4.15 2.05
H -1.36 -2.83 2.52
H -0.28 -4.27 0.88
H -0.47 -5.66 1.98
H 0.99 -3.27 2.59
C -0.27 -0.94 -0.03
C -1.49 -0.21 0.45
O -1.45 1.03 -0.22
H -0.27 -1.29 -1.06
H -0.10 -1.86 0.53
H 0.62 -0.31 0.01
H -1.46 -0.09 1.53
H -2.42 -0.68 0.12
H -0.60 1.47 -0.13
C -4.91 1.57 -1.96
C -4.18 2.83 -1.81
O -3.37 2.84 -0.66
H -5.77 1.47 -1.30
H -4.28 0.69 -1.82
H -5.34 1.53 -2.96
H -4.85 3.69 -1.76
H -3.58 3.05 -2.70
H -2.63 2.27 -0.85
C 2.22 3.49 1.40
C 0.95 2.77 1.06
O 0.90 2.60 -0.32
H 2.19 4.54 1.11
H 3.10 3.12 0.86
H 2.42 3.46 2.47
H 0.11 3.32 1.48
H 0.85 1.79 1.53
H 0.85 3.46 -0.75
*
```

***

Which one is most stable, and which one is least stable? #two is the most stable of them, while #one is the least stable.

***

#one
DFT (wB97M-V/def2-TZVPD) results for C3H3F2I3 as an isolated structure.

Kohn-Sham gap: 0.3203 Ha
E_LUMO: -0.5502 eV
HOMO energy: -0.34055 Eh

```
! RIJCOSX wB97M-V def2-TZVPD def2/J DEFGRID3
* xyz 0 1
C 0.80 0.35 1.12
C -0.47 -0.04 0.40
C -0.03 -0.33 -1.57
F 0.64 -1.45 -1.56
F 0.79 0.67 -1.92
I 0.07 1.21 2.99
I -1.53 -1.76 0.90
I -1.74 -0.18 -2.96
H 1.29 1.18 0.72
H 1.34 -0.55 1.61
H -1.16 0.90 0.27
*
```

***

#two
DFT (wB97M-V/def2-TZVPD) results for C3H3F2I3 as an isolated structure.

Kohn-Sham gap: 0.3292 Ha
E_LUMO: -0.4328 eV
HOMO energy: -0.34513 Eh

```
! RIJCOSX wB97M-V def2-TZVPD def2/J DEFGRID3
* xyz 0 1
C 0.27 0.31 -0.28
C 0.11 -0.31 1.08
C -0.64 -1.72 0.83
F -0.74 -2.38 1.98
F 0.07 -2.50 0.04
I 1.37 2.18 -0.31
I 1.97 -0.64 2.06
I -2.72 -1.36 0.21
H -0.81 0.53 -0.74
H 0.80 -0.17 -1.13
H -0.62 0.23 1.58
*
```

***

Which one is most stable, and which one is least stable? #two is the most stable of them, while #one is the least stable.

***

#one
DFT (wB97M-V/def2-TZVPD) results for a 2-piece molecular cluster, C3H10N2S2 overall.

Kohn-Sham gap (spin up / spin down): 0.3071 / 0.1155 Ha
E_LUMO (spin up / spin down): -3.8082 / -8.7701 eV
⟨S²⟩: 0.781
HOMO energy (spin up / spin down): -0.44701 / -0.43776 Eh

```
! RIJCOSX wB97M-V def2-TZVPD def2/J DEFGRID3
* xyz 1 2
C 0.56 -0.94 1.32
N -0.72 -1.62 1.38
C -1.14 -2.04 2.61
N -1.82 -3.12 2.73
H 0.85 -0.76 0.28
H 0.44 0.07 1.74
H 1.39 -1.46 1.80
H -0.84 -2.30 0.63
H -0.91 -1.38 3.44
H -2.01 -3.26 3.72
C 2.29 1.45 -1.05
S 0.63 2.21 -1.21
S -0.59 0.69 -1.90
H 2.48 1.21 -0.01
H 2.95 2.23 -1.44
H 2.32 0.56 -1.68
H -0.06 0.59 -3.13
*
```

***

#two
DFT (wB97M-V/def2-TZVPD) results for an isolated ion of composition C3H10N2S2 and charge +1.

Kohn-Sham gap (spin up / spin down): 0.3406 / 0.1899 Ha
E_LUMO (spin up / spin down): -4.2689 / -8.3089 eV
⟨S²⟩: 0.755
HOMO energy (spin up / spin down): -0.49744 / -0.49521 Eh

```
! RIJCOSX wB97M-V def2-TZVPD def2/J DEFGRID3
* xyz 1 2
S -3.20 -1.60 -0.04
S -2.90 0.35 -0.36
C -1.29 0.66 0.32
C 0.01 0.18 -0.43
C 1.01 -0.19 0.64
N 2.33 -0.38 -0.05
N 0.48 1.27 -1.24
H -2.95 -1.61 1.29
H -1.21 0.35 1.36
H -1.19 1.74 0.26
H -0.18 -0.70 -1.05
H 0.81 -1.04 1.28
H 1.24 0.64 1.32
H 3.01 -0.55 0.69
H 2.29 -1.31 -0.47
H 0.25 1.06 -2.21
H 1.50 1.12 -1.31
*
```

***

Which one is most stable, and which one is least stable? #two is the most stable of them, while #one is the least stable.

***

#one
DFT (wB97M-V/def2-TZVPD) results for CH6O3Si as an isolated structure.

Kohn-Sham gap: 0.3089 Ha
E_LUMO: -0.2627 eV
HOMO energy: -0.31855 Eh

```
! RIJCOSX wB97M-V def2-TZVPD def2/J DEFGRID3
* xyz 0 1
C 1.65 -0.80 0.09
O -2.21 0.19 -1.13
O -1.01 -0.16 1.12
O -1.03 0.98 -1.42
Si 0.43 0.34 0.95
H 2.13 -0.14 -0.74
H 2.52 -1.22 0.60
H 0.99 -1.42 -0.34
H -2.79 0.91 -0.87
H -1.66 -0.03 0.06
H 0.98 1.36 1.68
*
```

***

#two
DFT (wB97M-V/def2-TZVPD) results for a 3-piece molecular cluster, CH6O3Si overall.

Kohn-Sham gap (spin up / spin down): 0.4065 / 0.1131 Ha
E_LUMO (spin up / spin down): -0.3674 / -5.4295 eV
HOMO energy (spin up / spin down): -0.41998 / -0.31262 Eh

```
! RIJCOSX wB97M-V def2-TZVPD def2/J DEFGRID3
* xyz 0 1
C -3.67 0.29 -0.28
O 4.99 0.48 -0.19
O 2.32 0.24 0.32
O -0.29 -0.90 -0.28
Si 1.24 -0.72 -0.15
H -2.54 0.15 -0.18
H -4.42 -0.36 -0.08
H -3.88 1.27 -0.84
H 4.91 -0.44 0.11
H 4.02 0.80 -0.03
H 2.09 -1.97 -0.37
*
```

***

Which one is most stable, and which one is least stable? #one is the most stable of them, while #two is the least stable.